C47H51Br2CrF3NO2PSbSe2 as an isolated structure at a distorted geometry, computed with ωB97M-V with the def2-TZVPD basis set.

```
111
C47H51Br2CrF3NO2PSbSe2 (ωB97M-V with the def2-TZVPD basis set)
Cr -0.18 -0.56 0.95
O -3.80 2.72 3.58
C -4.08 1.41 4.02
C -3.14 0.42 3.31
C -3.53 -0.98 3.79
O -2.79 -1.94 3.09
C -1.71 0.78 3.74
Se -0.28 -0.51 3.39
C -3.38 0.60 1.81
Se -2.57 -0.67 0.54
H -4.31 3.34 4.10
H -5.12 1.14 3.79
H -3.94 1.32 5.10
H -4.61 -1.13 3.62
H -3.33 -1.06 4.87
H -3.15 -2.82 3.25
H -1.68 0.92 4.83
H -1.40 1.71 3.27
H -3.04 1.59 1.51
H -4.46 0.52 1.61
Br 2.39 -0.20 0.80
C 3.51 0.63 2.24
Br 2.55 2.01 3.16
H 4.37 1.06 1.74
H 3.77 -0.17 2.93
N 0.17 9.31 0.32
C 0.07 8.19 0.54
C 0.00 6.80 0.79
C -1.22 6.18 1.08
C -1.29 4.82 1.23
C -0.13 4.04 1.12
C 1.11 4.68 0.94
C 1.17 6.04 0.76
C -0.19 2.63 1.12
C -0.24 1.42 1.00
H -2.12 6.79 1.16
H -2.23 4.33 1.44
H 2.02 4.10 0.96
H 2.12 6.52 0.58
C -2.00 -4.56 1.18
C -0.54 -4.48 1.62
C 0.15 -5.84 1.50
C -0.47 -4.07 3.09
P 0.29 -3.08 0.61
C 2.02 -3.43 1.13
C 2.39 -2.93 2.38
C 3.63 -3.21 2.93
C 4.54 -3.97 2.22
C 4.21 -4.43 0.96
C 2.96 -4.17 0.42
C 0.19 -3.55 -1.26
C 0.30 -5.02 -1.68
C -1.18 -3.06 -1.75
C 1.29 -2.73 -1.97
H -2.58 -5.11 1.92
H -2.10 -5.08 0.23
H -2.43 -3.56 1.08
H -0.41 -6.55 2.11
H 1.17 -5.81 1.87
H 0.17 -6.22 0.48
H -1.05 -4.78 3.69
H -0.89 -3.08 3.24
H 0.54 -4.08 3.47
H 1.69 -2.31 2.94
H 3.89 -2.84 3.91
H 5.51 -4.20 2.64
H 4.93 -5.00 0.38
H 2.73 -4.54 -0.56
H -0.55 -5.60 -1.33
H 1.21 -5.49 -1.33
H 0.30 -5.06 -2.77
H -1.99 -3.62 -1.31
H -1.24 -3.16 -2.83
H -1.35 -2.01 -1.50
H 2.15 -3.34 -2.23
H 1.65 -1.91 -1.35
H 0.89 -2.31 -2.90
F -1.48 0.16 -7.99
C -1.12 0.23 -6.70
C -1.82 -0.51 -5.76
C -1.45 -0.40 -4.43
C -0.41 0.42 -4.04
C 0.27 1.15 -5.00
C -0.08 1.06 -6.34
Sb 0.01 0.65 -1.93
C -0.83 2.64 -1.95
C -0.12 3.72 -2.46
C -0.66 4.99 -2.47
C -1.93 5.17 -1.97
F -2.47 6.41 -1.96
C -2.68 4.11 -1.47
C -2.12 2.85 -1.47
C 2.06 1.30 -2.18
C 2.55 2.28 -1.33
C 3.89 2.62 -1.31
C 4.74 1.95 -2.17
F 6.06 2.24 -2.14
C 4.28 0.97 -3.04
C 2.94 0.65 -3.03
H -2.63 -1.14 -6.08
H -2.00 -0.96 -3.68
H 1.09 1.80 -4.71
H 0.44 1.63 -7.10
H 0.88 3.57 -2.86
H -0.10 5.83 -2.84
H -3.67 4.30 -1.08
H -2.69 2.01 -1.08
H 1.86 2.77 -0.65
H 4.28 3.38 -0.65
H 4.98 0.48 -3.71
H 2.57 -0.12 -3.70
```

Summary:
multiplicity	4
strongest force on any atom	0.02908	Eh/bohr
molecular weight	1241.38	g/mol
frontier orbital gap (alpha / beta)	0.234 / 0.243	Ha